No. 1
Formula: C25H59BrI2N6O5P2
Source: OMol25
Level of theory: wB97M-V/def2-TZVPD

For the energy, the calculation gives -150880.6369 eV. For the frontier orbital gap, the calculation gives 8.04 eV. Its SMILES is CC[C@@](C[C@H](C)O)(OC(=O)C[C@H](C)Br)[C@@H](I)[C@H](C)I.CN(C)P(=O)(N(C)C)N(C)C.CN(C)P(=O)(N(C)C)N(C)C. The HOMO energy is -8.12 eV. The LUMO energy is -0.08 eV.

Atoms and positions in Å:
C1 -8.192 1.976 -2.787
C2 -6.842 1.528 -2.172
C3 -6.403 0.105 -2.463
C4 -5.102 -0.148 -1.673
C5 -4.625 -1.608 -1.674
C6 -4.427 -2.079 -0.237
O1 -3.321 -1.692 -2.296
O2 -7.344 -0.912 -2.029
C7 -8.048 -0.702 -0.894
O3 -7.565 -0.432 0.161
C8 -9.533 -0.924 -1.072
C9 -10.332 -0.565 0.160
C10 -11.741 -1.127 0.027
Br1 -10.530 1.379 0.308
C11 -6.060 -0.184 -3.964
I1 -7.820 -1.130 -4.901
C12 -5.720 1.032 -4.828
C13 -5.641 0.659 -6.327
I2 -3.795 1.894 -4.360
H1 -8.794 2.430 -2.002
H2 -8.774 1.140 -3.164
H3 -8.062 2.728 -3.561
H4 -6.086 2.215 -2.546
H5 -6.879 1.720 -1.103
H6 -4.294 0.472 -2.052
H7 -5.237 0.160 -0.638
H8 -5.284 -2.281 -2.224
H9 -5.387 -2.175 0.265
H10 -3.813 -1.327 0.258
H11 -3.861 -3.008 -0.226
H12 -3.370 -2.220 -3.096
H13 -9.865 -0.363 -1.944
H14 -9.641 -1.994 -1.273
H15 -9.872 -0.911 1.078
H16 -11.724 -2.217 0.080
H17 -12.154 -0.861 -0.947
H18 -12.409 -0.744 0.793
H19 -5.276 -0.923 -4.080
H20 -6.460 1.820 -4.751
H21 -6.586 0.835 -6.830
H22 -5.287 -0.363 -6.435
H23 -4.903 1.283 -6.826
O4 1.432 -1.700 2.174
P1 1.796 -1.376 0.764
N1 0.326 -0.848 0.101
C14 -0.103 -1.020 -1.269
C15 -0.141 0.414 0.650
N2 2.201 -2.972 0.188
C16 1.139 -3.877 -0.227
C17 3.113 -3.643 1.106
N3 2.879 -0.561 -0.349
C18 3.375 -1.240 -1.531
C19 3.988 0.134 0.333
H24 0.387 -0.319 -1.964
H25 -1.179 -0.850 -1.337
H26 0.053 -2.031 -1.631
H27 0.365 1.275 0.188
H28 0.037 0.453 1.725
H29 -1.217 0.519 0.497
H30 0.291 -3.894 0.471
H31 1.531 -4.892 -0.309
H32 0.770 -3.625 -1.220
H33 2.598 -4.047 1.984
H34 3.881 -2.952 1.463
H35 3.622 -4.460 0.588
H36 4.112 -2.018 -1.309
H37 3.849 -0.484 -2.164
H38 2.570 -1.683 -2.113
H39 4.723 -0.567 0.749
H40 3.606 0.743 1.154
H41 4.504 0.807 -0.352
O5 6.359 2.008 2.168
P2 7.572 1.688 2.974
N4 7.400 2.690 4.334
C20 8.472 3.295 5.089
C21 6.285 2.316 5.191
N5 8.810 2.292 1.909
C22 9.116 3.716 1.896
C23 8.615 1.801 0.550
N6 8.610 0.468 3.695
C24 10.055 0.566 3.584
C25 8.178 -0.909 3.397
H42 8.981 2.586 5.761
H43 8.062 4.097 5.706
H44 9.215 3.760 4.451
H45 6.540 1.475 5.853
H46 5.422 2.025 4.591
H47 5.978 3.164 5.805
H48 8.220 4.350 1.885
H49 9.712 3.956 1.014
H50 9.733 3.996 2.749
H51 7.831 2.351 0.017
H52 8.330 0.745 0.555
H53 9.549 1.886 -0.010
H54 10.429 0.357 2.578
H55 10.483 -0.168 4.273
H56 10.420 1.542 3.893
H57 8.359 -1.183 2.349
H58 7.109 -1.019 3.594
H59 8.701 -1.622 4.035

Force components x, y, z for each atom (eV/Å):
0.04 -0.07 0.63
-0.98 0.62 -0.58
1.94 -0.42 0.51
-0.02 -0.27 0.07
0.79 -0.07 0.20
0.08 0.07 -0.46
-0.01 0.17 -0.18
-0.49 0.62 -0.43
-0.55 -0.13 0.04
0.56 0.32 0.50
0.72 -0.10 0.21
-0.95 -0.20 -0.31
-0.02 -0.08 -0.11
0.28 0.02 0.09
-1.20 0.65 0.04
0.17 -0.06 -0.05
-0.14 -0.55 -1.01
0.76 0.40 0.17
0.01 0.10 0.18
-0.09 0.09 -0.05
0.02 0.02 -0.24
-0.05 -0.11 -0.19
0.31 -0.22 0.06
0.11 -0.39 0.13
0.01 -0.03 -0.15
-0.32 0.06 0.00
-0.30 0.10 0.12
0.03 -0.01 0.17
-0.07 -0.01 0.22
-0.19 -0.18 0.06
-0.03 -0.02 0.01
-0.15 -0.14 -0.10
-0.18 -0.01 -0.16
0.24 0.17 0.02
0.07 -0.04 0.08
-0.07 0.08 0.00
0.01 -0.02 0.09
-0.04 -0.14 0.14
0.10 0.14 0.45
-0.16 -0.36 0.05
-0.22 -0.12 -0.17
-0.05 0.10 -0.04
1.81 2.46 0.70
-2.24 -3.59 -3.06
-0.31 -0.50 0.27
0.33 0.28 -0.44
0.18 0.14 0.33
-0.45 0.07 -0.61
-0.20 0.02 0.03
0.13 0.16 0.11
0.91 1.12 2.55
-0.10 -0.31 -0.25
-0.19 0.17 0.14
0.02 -0.02 0.03
0.00 0.06 0.11
0.12 0.09 0.03
-0.09 0.00 -0.05
0.03 -0.07 -0.02
0.00 -0.06 -0.10
0.00 -0.04 -0.02
0.10 0.02 0.12
-0.01 -0.04 0.08
0.04 0.04 0.04
-0.02 0.00 0.00
-0.04 0.01 -0.07
-0.02 -0.01 0.02
-0.03 0.09 0.10
-0.03 -0.06 0.11
0.09 0.06 -0.06
0.04 -0.03 0.01
-0.03 -0.03 -0.05
-0.91 -2.95 0.68
3.16 4.21 -0.17
-0.17 0.47 -0.36
0.38 -0.37 0.21
-0.25 -0.28 -0.14
0.31 0.39 0.54
-0.11 0.15 0.09
-0.11 -0.21 0.01
-2.28 -1.67 -0.85
0.29 0.27 -0.07
-0.23 0.05 0.13
-0.02 0.01 -0.01
-0.11 -0.06 0.02
-0.01 -0.15 0.02
0.01 0.08 0.07
0.05 0.01 -0.06
0.10 0.04 0.00
0.03 0.02 -0.02
-0.07 -0.11 -0.09
-0.05 0.02 -0.06
-0.03 -0.05 0.00
-0.01 0.02 0.00
0.04 0.03 0.06
-0.02 0.03 -0.01
-0.13 -0.04 0.03
-0.08 0.04 -0.09
0.07 -0.08 0.04
0.02 0.02 -0.03
0.05 0.06 0.03



No. 2
Formula: C25H60BN5O13PS
Source: OMol25
Level of theory: wB97M-V/def2-TZVPD

As for the net charge: -1. For the energy, the calculation gives -81757.4169 eV. For the frontier orbital gap, the calculation gives 6.03 eV. The HOMO energy is -4.46 eV. The LUMO energy is 1.57 eV.

Atoms and positions in Å:
C1 6.941 2.359 -3.007
C2 6.944 0.842 -3.142
C3 7.162 0.094 -1.806
N1 6.123 -0.828 -1.375
P1 4.590 -0.059 -0.860
S1 2.600 0.978 0.085
B1 5.281 0.639 0.834
C4 5.516 2.193 1.015
O1 5.637 -0.181 1.877
O2 3.990 -1.501 -0.111
C5 2.946 -2.158 -0.768
C6 3.087 -3.675 -0.579
C7 2.011 -4.403 0.221
C8 1.765 -3.828 1.628
C9 0.296 -3.541 1.975
C10 0.092 -2.317 2.861
C11 0.108 -0.998 2.069
C12 -1.175 -0.175 2.184
C13 -1.288 0.910 1.103
C14 -2.718 1.151 0.585
C15 -2.924 0.841 -0.908
C16 -4.290 0.237 -1.266
C17 -4.297 -1.254 -1.617
O3 -4.846 -2.084 -0.605
C18 -3.957 -2.373 0.453
C19 3.101 -1.766 -2.245
O4 1.943 -1.767 -3.042
C20 0.801 -1.127 -2.488
C21 -0.181 -2.130 -1.890
O5 3.732 -0.546 -2.290
H1 6.088 2.691 -2.412
H2 6.890 2.853 -3.979
H3 7.846 2.701 -2.499
H4 7.770 0.590 -3.814
H5 6.004 0.506 -3.582
H6 8.089 -0.482 -1.890
H7 7.341 0.824 -1.007
H8 5.918 -1.434 -2.164
H9 4.813 1.187 -1.525
H10 2.668 2.174 -0.497
H11 5.372 2.538 2.044
H12 6.547 2.431 0.731
H13 4.859 2.779 0.374
H14 5.492 0.248 2.723
H15 1.990 -1.828 -0.340
H16 3.217 -4.164 -1.547
H17 4.032 -3.796 -0.042
H18 2.360 -5.435 0.320
H19 1.065 -4.464 -0.321
H20 2.136 -4.546 2.363
H21 2.354 -2.915 1.748
H22 -0.119 -4.415 2.486
H23 -0.291 -3.416 1.059
H24 0.855 -2.300 3.645
H25 -0.876 -2.408 3.362
H26 0.950 -0.377 2.381
H27 0.291 -1.209 1.012
H28 -1.184 0.318 3.161
H29 -2.050 -0.834 2.165
H30 -0.631 0.658 0.268
H31 -0.890 1.842 1.507
H32 -2.995 2.193 0.757
H33 -3.419 0.556 1.177
H34 -2.129 0.176 -1.251
H35 -2.805 1.773 -1.464
H36 -4.683 0.764 -2.139
H37 -5.000 0.398 -0.451
H38 -4.896 -1.429 -2.507
H39 -3.279 -1.588 -1.843
H40 -3.051 -1.764 0.401
H41 -3.660 -3.425 0.426
H42 -4.450 -2.173 1.406
H43 3.743 -2.534 -2.705
H44 0.326 -0.589 -3.311
H45 1.114 -0.378 -1.757
H46 -0.657 -1.736 -0.990
H47 -0.966 -2.397 -2.600
H48 0.346 -3.047 -1.636
C22 -5.179 3.846 4.304
N2 -4.652 3.156 3.093
O6 -5.131 3.451 2.013
O7 -3.780 2.342 3.269
H49 -5.950 4.540 3.994
H50 -5.565 3.076 4.965
H51 -4.339 4.351 4.773
C23 -4.449 0.473 -6.540
N3 -4.694 -0.317 -5.300
O8 -5.815 -0.316 -4.837
O9 -3.742 -0.905 -4.839
H52 -5.381 0.941 -6.832
H53 -3.681 1.203 -6.305
H54 -4.086 -0.220 -7.293
C24 -6.398 4.993 -0.310
N4 -6.784 6.020 -1.316
O10 -6.657 7.189 -1.015
O11 -7.208 5.618 -2.379
H55 -6.042 5.499 0.577
H56 -7.280 4.394 -0.107
H57 -5.625 4.371 -0.751
C25 0.776 -0.516 6.407
N5 -0.662 -0.125 6.361
O12 -1.444 -0.919 5.890
O13 -0.945 0.977 6.786
H58 0.865 -1.510 5.987
H59 1.324 0.218 5.824
H60 1.085 -0.479 7.448

Force components x, y, z for each atom (eV/Å):
-0.11 0.09 0.14
0.19 0.15 0.06
0.10 -0.10 0.10
-0.31 0.18 -0.30
1.09 -0.59 0.27
-0.30 -0.10 0.42
-0.35 0.22 -0.14
-0.02 0.19 -0.23
-0.51 -0.52 0.14
0.10 0.22 0.03
-0.13 -0.27 0.14
0.26 0.00 0.24
0.01 -0.23 0.16
-0.02 0.12 -0.08
0.00 -0.24 0.10
-0.27 0.14 -0.06
0.19 0.07 0.10
0.19 0.13 0.07
-0.08 0.12 -0.01
0.00 -0.02 -0.01
0.02 0.07 0.14
0.04 0.10 -0.21
0.08 -0.17 0.06
-0.08 -0.04 0.04
0.05 0.06 0.00
0.21 -0.03 -0.19
-0.17 -0.40 0.02
0.11 0.31 -0.02
-0.10 -0.06 -0.12
-0.14 0.50 0.08
0.01 0.02 0.01
0.01 0.02 -0.04
0.04 0.03 -0.03
-0.15 -0.19 -0.17
0.03 -0.03 -0.08
0.09 0.05 0.08
-0.09 -0.01 0.02
0.02 -0.14 0.09
-0.25 -0.01 -0.15
0.03 0.19 -0.13
0.00 -0.03 0.05
0.07 0.01 0.06
0.04 0.07 -0.02
0.38 0.18 0.07
-0.06 0.12 -0.21
-0.08 -0.04 -0.06
0.05 -0.05 -0.08
-0.13 -0.09 -0.06
0.02 0.10 -0.08
0.18 0.15 0.09
0.00 0.04 -0.02
-0.05 -0.06 -0.09
0.00 0.05 0.00
0.00 -0.08 0.04
0.02 0.01 0.11
0.06 0.05 -0.14
0.04 -0.04 -0.01
-0.20 -0.15 0.10
0.04 -0.04 -0.08
0.04 -0.02 -0.04
0.12 0.01 -0.04
-0.11 -0.09 0.05
0.00 0.02 0.01
0.00 -0.04 -0.08
0.17 -0.03 -0.07
-0.10 0.04 0.02
-0.08 0.03 -0.04
-0.10 -0.03 0.06
0.03 0.00 -0.08
-0.01 0.00 0.01
0.01 -0.04 -0.02
0.01 0.01 0.04
-0.05 0.05 -0.21
0.01 0.04 -0.03
0.01 -0.02 0.01
-0.02 -0.01 0.03
-0.02 -0.02 -0.03
0.00 0.02 0.10
-0.03 0.04 -0.05
0.02 -0.06 0.00
-0.10 0.11 0.01
0.05 -0.02 0.14
0.00 0.00 0.00
0.02 -0.01 0.02
0.01 -0.02 0.02
-0.07 0.03 0.02
0.07 0.07 -0.04
-0.05 -0.01 0.00
0.03 -0.05 0.01
0.00 0.00 0.00
0.02 -0.01 -0.01
0.03 0.00 0.00
0.05 0.02 0.05
-0.01 -0.03 -0.01
0.01 0.03 0.03
-0.01 -0.02 -0.03
0.00 0.01 0.00
0.01 -0.03 -0.02
-0.02 -0.02 -0.02
-0.01 -0.03 -0.06
0.11 0.04 -0.13
-0.13 -0.05 0.06
-0.02 0.01 0.07
0.00 0.00 0.00
0.00 0.01 0.01
0.01 0.03 0.00



- The highest energy belongs to which entry?
  C25H60BN5O13PS